Entry from the Open Molecules 2025 dataset: an isolated molecule of CH5IN2 at a distorted geometry (ωB97M-V with the def2-TZVPD basis set).

Geometry as ORCA input:
```
! wB97M-V def2-TZVPD RIJCOSX def2/J DEFGRID3
* xyz 0 3
C -0.508 -0.970 0.141
N -0.245 1.435 0.060
N 0.292 0.195 0.481
I 2.421 -0.087 -0.151
H 0.003 -1.816 0.651
H -1.593 -0.754 0.538
H -0.530 -1.302 -0.994
H 0.610 1.999 0.246
H -0.449 1.299 -0.972
*
```

For the HOMO energy (alpha / beta), the calculation gives -6.99 / -9.03 eV. As for the total energy: -448.15876 Eh. The value obtained for the frontier orbital gap (alpha / beta) is 0.290 / 0.256 Ha.

Entry from the Open Molecules 2025 dataset: a structure of composition C6H12O (ωB97M-V with the def2-TZVPD basis set).

Geometry as ORCA input:
```
! wB97M-V def2-TZVPD RIJCOSX def2/J DEFGRID3
* xyz 0 1
C -1.366 -0.769 1.798
C -0.266 -0.120 0.975
O 0.881 0.007 1.809
C 0.055 -0.915 -0.271
C -0.584 -0.550 -1.584
C 0.901 -0.467 -1.430
C 1.233 1.658 -1.054
H -2.301 -0.813 1.229
H -1.539 -0.195 2.714
H -1.077 -1.787 2.083
H -0.602 0.884 0.673
H 1.658 -0.177 1.265
H 0.208 -1.977 -0.059
H -1.195 0.351 -1.576
H -0.956 -1.321 -2.256
H 1.601 0.523 -1.544
H 0.250 2.016 -1.345
H 2.017 2.189 -1.603
H 1.404 1.697 0.020
*
```

For the HOMO energy, the calculation gives -8.35 eV. As for the total energy: -310.86114 Eh. The value obtained for the frontier orbital gap is 0.332 Ha.

Entry from the Open Molecules 2025 dataset: a cluster of 3 separate species, C29H63BN3O18P2S in total at a distorted geometry (ωB97M-V with the def2-TZVPD basis set).

Geometry as ORCA input:
```
! wB97M-V def2-TZVPD RIJCOSX def2/J DEFGRID3
* xyz 1 1
C 5.444 -2.612 2.922
C 5.183 -2.348 1.357
O 3.783 -2.537 0.998
B 3.164 -1.307 0.565
O 3.529 -0.849 -0.769
C 2.072 -0.470 1.471
C 2.913 0.185 2.683
O 4.236 0.639 2.247
C 4.854 1.430 3.309
O 5.905 2.187 2.676
C 7.044 1.320 2.435
C 7.404 1.127 0.877
O 7.941 -0.216 0.609
N 1.127 0.436 0.708
C 1.677 1.787 0.412
C 1.323 2.931 1.481
C 2.639 3.717 2.013
O 2.615 4.211 3.175
O 3.809 3.917 1.238
C -0.219 0.330 1.258
N -1.402 0.693 0.801
C -2.671 0.472 1.587
C -2.679 1.564 2.767
C -4.175 2.108 3.039
S -5.482 0.763 2.904
C -1.525 1.342 -0.535
C -1.939 0.202 -1.598
C -3.136 0.618 -2.577
C -4.534 0.919 -1.808
C -3.461 -0.617 -3.584
N 0.000 -0.369 2.563
C 0.949 -1.456 2.085
O 0.333 -1.957 0.847
C 1.371 -2.609 3.109
O 0.715 -3.864 2.732
C 1.578 -4.672 1.932
C 1.175 -5.048 0.417
O 2.655 -5.158 2.369
H 5.503 -3.726 3.178
H 6.456 -2.154 3.183
H 4.626 -2.126 3.557
H 5.570 -1.319 1.002
H 5.816 -3.120 0.773
H 3.603 -1.670 -1.315
H 2.321 1.032 3.208
H 3.133 -0.574 3.531
H 5.224 0.724 4.128
H 4.078 2.133 3.796
H 7.950 1.816 2.929
H 6.913 0.259 2.867
H 6.518 1.254 0.171
H 8.263 1.848 0.635
H 8.287 -0.600 1.451
H 1.388 2.135 -0.653
H 2.828 1.682 0.370
H 0.791 2.574 2.422
H 0.725 3.740 0.909
H 3.562 4.364 0.389
H -3.526 0.566 0.844
H -2.678 -0.561 2.079
H -2.263 1.184 3.765
H -2.071 2.479 2.405
H -4.361 2.949 2.274
H -4.203 2.592 4.084
H -5.694 0.592 1.526
H -2.437 2.050 -0.466
H -0.649 1.993 -0.848
H -2.323 -0.690 -0.968
H -1.044 -0.153 -2.229
H -2.913 1.551 -3.212
H -4.724 0.173 -0.963
H -4.517 1.986 -1.363
H -5.361 0.889 -2.611
H -4.206 -0.230 -4.371
H -4.053 -1.398 -2.969
H -2.525 -1.059 -4.064
H -0.779 -0.966 2.889
H -0.514 -2.412 1.051
H 2.503 -2.766 3.209
H 1.000 -2.384 4.181
H 1.431 -4.207 -0.318
H 1.761 -5.975 0.074
H 0.055 -5.310 0.318
C -1.280 4.522 -3.841
O -1.591 4.553 -2.459
P -1.613 5.936 -1.656
O -2.951 6.525 -1.441
O -0.556 6.893 -2.391
C -1.021 7.757 -3.422
O -0.835 5.528 -0.317
C -0.592 6.559 0.632
H -2.058 5.023 -4.421
H -0.309 4.987 -4.024
H -1.216 3.481 -4.158
H -2.082 7.991 -3.314
H -0.849 7.293 -4.395
H -0.451 8.686 -3.378
H -1.536 6.936 1.029
H -0.029 7.374 0.173
H -0.001 6.145 1.451
C -2.917 -6.045 -5.100
O -3.457 -5.006 -4.304
P -4.192 -5.332 -2.924
O -3.373 -5.136 -1.706
O -4.823 -6.797 -3.093
C -4.057 -7.922 -2.678
O -5.479 -4.389 -3.027
C -6.429 -4.472 -1.976
H -2.078 -6.523 -4.591
H -3.686 -6.781 -5.341
H -2.564 -5.614 -6.038
H -3.324 -7.659 -1.914
H -3.544 -8.353 -3.540
H -4.736 -8.672 -2.271
H -5.984 -4.138 -1.037
H -6.794 -5.496 -1.872
H -7.273 -3.825 -2.220
*
```

For the HOMO energy, the calculation gives -11.72 eV. As for the total energy: -3766.93232 Eh. The value obtained for the frontier orbital gap is 0.344 Ha.

Entry from the Open Molecules 2025 dataset: an isolated molecule of C4H4O3 at a distorted geometry (ωB97M-V with the def2-TZVPD basis set).

Geometry as ORCA input:
```
! wB97M-V def2-TZVPD RIJCOSX def2/J DEFGRID3
* xyz 0 1
C -1.954 0.075 -0.475
C -0.643 -0.050 -0.589
O 0.152 -1.170 -0.568
C 0.630 -0.537 0.704
O 0.265 -0.757 1.818
C 1.883 0.231 0.316
O 1.933 1.136 -0.475
H -2.270 1.020 -0.048
H -2.670 -0.642 -0.829
H -0.098 0.883 -0.664
H 2.772 -0.189 0.810
*
```

For the HOMO energy, the calculation gives -9.79 eV. As for the total energy: -380.41598 Eh. The value obtained for the frontier orbital gap is 0.340 Ha.

Entry from the Open Molecules 2025 dataset: a structure of composition C26H24F20N5O12S6V at a distorted geometry (ωB97M-V with the def2-TZVPD basis set).

Geometry as ORCA input:
```
! wB97M-V def2-TZVPD RIJCOSX def2/J DEFGRID3
* xyz 0 3
V -0.608 -1.052 1.538
C 3.770 -1.650 2.181
F 5.017 -1.479 1.782
F 3.538 -2.928 2.472
F 3.509 -1.001 3.292
S 2.618 -1.044 0.664
O 2.275 0.315 0.979
O 3.389 -1.248 -0.538
N 1.071 -1.954 0.865
S 1.482 -3.291 -0.015
O 1.068 -3.220 -1.392
O 2.781 -3.727 0.231
C 0.461 -4.726 0.611
F 0.590 -5.753 -0.194
F 0.973 -5.204 1.768
F -0.779 -4.343 0.705
C -1.406 -2.281 5.691
F -0.765 -1.089 5.626
F -0.881 -3.174 6.673
F -2.706 -2.034 5.869
S -1.264 -3.130 3.858
O 0.074 -3.084 3.355
O -1.780 -4.547 3.941
N -1.972 -1.946 2.700
S -3.485 -2.536 2.678
O -3.661 -3.426 1.575
O -4.162 -3.010 3.905
C -4.490 -0.836 2.327
F -3.862 -0.265 1.301
F -5.733 -1.114 1.951
F -4.453 -0.113 3.447
C -2.144 0.920 -2.027
F -3.115 0.620 -1.157
F -2.143 -0.122 -2.872
F -2.527 2.009 -2.672
S -0.515 1.138 -1.010
O 0.360 0.011 -1.296
O -0.033 2.479 -1.233
N -0.974 0.675 0.690
S -1.566 2.094 1.216
O -2.362 2.888 0.247
O -2.294 1.746 2.427
C 0.044 3.211 1.625
F 0.300 3.196 2.971
F 1.181 2.810 0.959
F -0.218 4.466 1.325
C 3.275 1.511 7.039
C 2.739 0.608 6.002
C 1.800 1.358 5.069
C 0.994 0.539 4.125
N 0.369 -0.002 3.360
H 2.511 2.025 7.621
H 3.933 2.233 6.555
H 3.805 0.932 7.795
H 2.197 -0.136 6.586
H 3.477 0.092 5.388
H 2.363 1.991 4.383
H 1.085 2.036 5.536
C -4.081 -4.516 -2.015
C -2.732 -4.394 -2.717
C -2.192 -3.000 -2.683
C -1.989 -2.406 -1.368
N -1.793 -1.971 -0.281
H -4.599 -5.475 -2.040
H -4.865 -3.814 -2.297
H -3.852 -4.255 -0.982
H -2.841 -4.687 -3.761
H -2.075 -5.196 -2.381
H -2.798 -2.343 -3.308
H -1.218 -3.054 -3.170
F 3.539 3.383 -6.026
C 3.441 2.067 -5.685
C 4.100 1.111 -6.465
C 3.922 -0.243 -6.157
C 3.209 -0.631 -5.060
C 2.524 0.245 -4.318
C 2.679 1.615 -4.669
H 4.721 1.376 -7.308
H 4.530 -1.004 -6.623
H 3.153 -1.603 -4.594
H 2.059 -0.207 -3.454
H 2.161 2.309 -4.023
F -2.688 7.471 -4.345
C -1.629 6.759 -4.143
C -0.690 6.535 -5.183
C 0.245 5.595 -4.900
C 0.369 4.915 -3.704
C -0.541 5.192 -2.628
C -1.555 6.097 -2.961
H -0.795 6.937 -6.180
H 1.025 5.410 -5.623
H 1.124 4.161 -3.536
H -0.666 4.819 -1.622
H -2.355 6.364 -2.286
*
```

For the HOMO energy (alpha / beta), the calculation gives -8.83 / -8.83 eV. As for the total energy: -7512.00692 Eh. The value obtained for the frontier orbital gap (alpha / beta) is 0.227 / 0.251 Ha.

Entry from the Open Molecules 2025 dataset: an isolated molecule of C4H7NO (ωB97M-V with the def2-TZVPD basis set).

Geometry as ORCA input:
```
! wB97M-V def2-TZVPD RIJCOSX def2/J DEFGRID3
* xyz 0 1
C 0.088 0.621 1.663
C 0.271 0.562 0.234
N 0.877 1.486 -0.633
C -0.252 -0.689 0.027
C -0.696 -1.403 -1.197
O -0.390 -1.215 1.227
H -0.905 0.690 2.096
H 0.887 0.951 2.333
H 0.729 2.455 -0.397
H 1.850 1.310 -0.849
H -0.567 -0.768 -2.074
H -0.140 -2.332 -1.337
H -1.752 -1.668 -1.093
*
```

For the HOMO energy, the calculation gives -7.75 eV. As for the total energy: -286.49843 Eh. The value obtained for the frontier orbital gap is 0.296 Ha. The SMILES is C=C(N)C(C)=O.

Listing ΔE to the lowest compared entry with this formula, charge and spin for the structures above in their given order: 0.0; 124.3; 0.0; 82.2; 22.2; 83.6 kcal per mole.